A molecular structure, C32H22N6PPtS2. Source: the Open Molecules 2025 dataset; level of theory: the ωB97M-V functional and the def2-TZVPD basis.

Lowest unoccupied orbital energy = 2.41 eV
ΔE to the lowest compared entry with this formula, charge and spin = 0.650 eV
Net charge = -1

```
64
Properties=species:S:1:pos:R:3:forces:R:3:lowdin_charge:R:1
Pt -0.404246 0.603938 -0.751004 -0.63 -0.15 -0.07 0.55
C 4.872982 -1.922781 -1.983762 -0.01 0.01 0.00 -0.10
C 3.967840 -1.166383 -2.719442 0.00 0.00 0.03 -0.08
C 2.982573 -0.440645 -2.070276 0.02 -0.05 -0.05 -0.09
C 2.899629 -0.457419 -0.678938 0.15 -0.01 0.03 -0.34
C 3.804984 -1.218271 0.054028 0.07 0.03 -0.07 -0.08
C 4.790370 -1.949459 -0.600005 -0.04 0.02 0.03 -0.09
P 1.605557 0.554619 0.081912 0.34 0.10 0.43 0.84
C 1.573676 0.051778 1.832910 0.10 -0.15 -0.02 -0.35
C 1.109114 -1.230495 2.130161 -0.02 -0.05 0.02 -0.12
C 0.973899 -1.642859 3.443942 0.02 0.04 0.01 -0.09
C 1.293296 -0.774679 4.482118 -0.01 0.00 -0.05 -0.09
C 1.751801 0.499421 4.192786 0.01 0.01 -0.01 -0.08
C 1.895731 0.912062 2.872829 -0.03 0.06 0.07 -0.07
C 2.190630 2.261739 0.097885 -0.07 -0.13 -0.09 -0.31
C 3.456822 2.690763 0.384895 -0.01 0.05 0.08 -0.09
C 3.711555 4.076611 0.465751 0.03 -0.05 -0.01 -0.09
C 2.698633 4.970779 0.250542 -0.02 0.03 -0.01 -0.04
C 1.390586 4.546396 -0.089752 -0.02 -0.04 -0.04 -0.18
C 0.348773 5.456945 -0.385090 0.03 -0.02 0.01 -0.06
C -0.858291 4.968996 -0.793089 -0.04 -0.05 -0.01 -0.09
C -1.095395 3.579604 -0.919185 0.01 0.02 0.01 -0.15
C -0.144825 2.632953 -0.609093 -0.03 0.14 0.04 -0.31
C 1.127426 3.156112 -0.184341 0.10 0.06 -0.07 -0.20
H 5.636849 -2.498914 -2.491446 0.00 0.01 0.00 0.10
H 4.021421 -1.153180 -3.800678 0.00 0.00 0.01 0.10
H 2.257977 0.131836 -2.638542 -0.01 -0.02 0.02 0.10
H 3.739878 -1.241317 1.134619 0.00 -0.01 0.00 0.10
H 5.490468 -2.542263 -0.024181 -0.01 0.00 -0.01 0.10
H 0.822509 -1.903677 1.329610 -0.01 0.02 0.00 0.06
H 0.595733 -2.634197 3.658729 0.00 0.00 0.00 0.10
H 1.166331 -1.088130 5.510690 0.00 0.00 0.00 0.10
H 1.986828 1.188964 4.993863 0.00 0.00 0.01 0.10
H 2.229162 1.920776 2.665664 0.00 -0.02 -0.03 0.10
H 4.249270 1.972845 0.566547 0.01 0.02 0.01 0.11
H 4.707883 4.429628 0.702527 0.00 -0.01 -0.01 0.09
H 2.893488 6.036339 0.312831 0.00 0.00 0.01 0.11
H 0.529250 6.522734 -0.301802 0.00 0.00 -0.01 0.10
H -1.661452 5.655528 -1.037337 0.01 0.01 0.00 0.10
H -2.067468 3.270735 -1.281866 -0.01 0.00 0.03 0.03
S -2.683366 0.752555 -1.290535 -0.04 0.02 -0.44 0.57
C -3.017652 -0.795369 -2.037387 0.13 -0.09 0.11 -0.69
C -4.204465 -0.977350 -2.745920 -0.03 -0.05 0.02 -0.07
C -4.538952 -2.204489 -3.307127 -0.13 0.06 -0.05 -0.21
C -5.771378 -2.341831 -4.035252 0.13 -0.04 0.04 -0.19
N -6.756970 -2.451167 -4.618454 0.00 0.03 0.02 0.15
C -3.664869 -3.291115 -3.155382 0.02 -0.12 0.00 -0.21
C -2.479874 -3.120588 -2.449322 -0.06 -0.05 0.01 -0.08
C -2.130683 -1.892100 -1.889433 -0.01 0.15 0.17 -0.71
S -0.645621 -1.744427 -0.977047 -0.01 0.05 -0.41 0.52
C -3.972908 -4.577391 -3.719709 0.03 0.13 -0.01 -0.19
N -4.201098 -5.610416 -4.171605 0.00 -0.01 0.04 0.15
H -4.882351 -0.141693 -2.861493 0.01 0.01 0.00 0.11
H -1.808496 -3.962166 -2.334957 0.01 0.01 0.00 0.11
N -3.919089 -2.933779 2.842756 -0.03 0.05 0.00 0.13
C -3.326181 -1.782015 2.388540 0.08 -0.02 0.13 -0.52
N -3.445518 -1.499565 1.092293 -0.13 0.00 -0.09 0.19
N -2.723641 -1.031221 3.280009 0.13 0.11 -0.08 0.09
C -2.164552 0.076201 2.783345 -0.17 -0.22 -0.11 -0.38
N -1.685165 1.014930 2.305744 0.07 0.15 0.33 0.15
H -4.020684 -3.692134 2.190546 0.01 0.00 0.00 0.09
H -3.624956 -3.193145 3.769076 0.01 -0.01 -0.01 0.09
H -3.875714 -2.145962 0.455185 0.01 0.00 0.00 0.11
H -2.997036 -0.683204 0.681097 0.03 0.00 0.06 0.01
```
Forces are in eV/Å.

A molecular structure, C32H23BiCl3F3N4S. Source: the Open Molecules 2025 dataset; level of theory: the ωB97M-V functional and the def2-TZVPD basis.

Lowest unoccupied orbital energy = -0.01 eV
ΔE to the lowest compared entry with this formula, charge and spin = 0.000 eV

```
67
Properties=species:S:1:pos:R:3:forces:R:3:lowdin_charge:R:1
Bi -0.449111 0.025437 -1.017199 0.10 -0.16 0.00 1.60
C -2.989358 -4.505535 -1.384960 0.00 0.01 0.01 -0.06
C -2.265813 -3.465815 -2.007075 -0.03 0.00 -0.07 -0.16
N -1.185990 -2.928481 -1.506209 0.06 0.00 0.05 0.06
C -0.721219 -3.392693 -0.313235 0.07 0.09 0.02 -0.21
C -1.372202 -4.431085 0.389270 0.00 -0.07 -0.04 -0.18
C -2.540708 -4.981690 -0.190574 0.04 0.04 0.03 -0.02
C -0.838819 -4.898835 1.611115 -0.01 -0.02 0.02 -0.06
C 0.303458 -4.337432 2.103906 0.00 -0.02 0.03 -0.09
C 0.949282 -3.286848 1.426701 -0.03 0.05 -0.06 -0.06
C 0.465548 -2.789565 0.234959 -0.14 -0.12 -0.07 -0.29
N 1.017376 -1.697556 -0.428797 -0.09 0.06 0.10 -0.11
C 2.352593 -1.597653 -0.645016 0.06 0.03 -0.12 -0.24
C 3.311719 -2.584383 -0.458018 0.02 -0.02 0.02 -0.03
C 4.666021 -2.359366 -0.754975 0.01 -0.01 0.00 -0.09
C 5.117373 -1.163890 -1.239525 -0.05 0.04 -0.01 -0.06
C 4.177280 -0.133188 -1.476571 0.10 -0.07 0.03 -0.16
C 4.540591 1.134319 -1.980960 0.00 0.05 -0.01 0.00
C 3.587328 2.087972 -2.190710 -0.04 -0.05 0.01 -0.03
C 2.243949 1.771310 -1.925814 0.10 -0.08 -0.01 -0.15
N 1.879039 0.595711 -1.464139 -0.09 0.22 -0.08 -0.01
C 2.812917 -0.354303 -1.203567 -0.03 -0.05 0.05 -0.15
H -3.877338 -4.902380 -1.857580 0.00 0.00 0.00 0.10
H -2.603165 -3.072763 -2.962630 0.00 0.01 0.02 0.11
H -3.061718 -5.778398 0.327262 0.00 0.00 0.01 0.12
H -1.345722 -5.697946 2.137563 0.01 0.00 0.01 0.11
H 0.720189 -4.687650 3.039855 -0.01 -0.01 0.01 0.11
H 1.834327 -2.841129 1.861774 0.00 0.02 -0.01 0.12
H 3.018441 -3.552522 -0.079317 -0.03 0.00 0.01 0.10
H 5.366234 -3.167844 -0.583004 0.01 0.01 -0.01 0.10
H 6.164396 -0.990550 -1.448813 0.00 -0.01 0.00 0.11
H 5.583881 1.332394 -2.196786 0.00 0.00 0.01 0.12
H 3.833284 3.068814 -2.572170 0.00 0.00 0.00 0.11
H 1.453245 2.480138 -2.122481 -0.02 0.04 -0.01 0.05
F 0.293191 3.111677 -5.757574 -0.06 -0.04 -0.04 0.13
C -0.446970 2.071242 -6.183963 0.03 0.01 0.01 -0.61
F -0.246856 1.978571 -7.516258 -0.01 0.03 0.03 0.12
F -1.737199 2.396789 -6.011679 0.05 0.01 -0.01 0.13
C -0.075317 0.790415 -5.488797 0.01 -0.04 -0.05 -0.12
C 0.430718 -0.265133 -6.224479 -0.02 0.03 0.01 0.00
C 0.787614 -1.448880 -5.592107 0.00 -0.02 0.04 -0.05
C 0.624264 -1.515969 -4.222280 0.02 -0.06 -0.04 -0.13
N 0.149191 -0.500437 -3.511943 0.05 -0.08 0.04 -0.09
C -0.216387 0.648105 -4.094286 -0.07 0.19 -0.02 -0.69
S -0.841365 1.880481 -3.033749 0.01 -0.06 0.06 0.59
H 0.544226 -0.158413 -7.294637 0.01 -0.01 0.01 0.12
H 1.184035 -2.287377 -6.145388 0.00 0.00 0.00 0.10
H 0.874819 -2.403739 -3.651224 0.01 0.00 -0.02 0.11
Cl -3.942263 -1.256464 0.400648 0.00 0.02 -0.01 0.52
C -3.371810 -0.778769 2.007355 0.02 -0.03 -0.02 -0.98
Cl -1.736338 -1.379547 2.315272 -0.02 0.05 0.03 0.60
H -4.036817 -1.209187 2.745684 -0.01 0.01 0.00 0.03
H -3.356678 0.303697 2.055979 0.00 0.01 -0.01 0.00
Cl -2.763220 2.364430 -0.035047 -0.01 0.02 0.06 0.66
C -1.382456 3.446974 -0.006426 -0.09 -0.08 -0.02 -0.62
C -1.573869 4.757236 -0.400246 0.02 -0.01 0.01 -0.11
C -0.485506 5.615341 -0.438994 -0.01 0.02 0.00 -0.09
C 0.767201 5.142345 -0.076497 0.01 0.01 0.00 -0.08
C 0.929955 3.825289 0.320834 -0.03 -0.02 0.01 -0.07
C -0.141630 2.926587 0.361377 0.08 0.06 0.00 -0.38
C 0.048008 1.505799 0.731461 0.00 0.06 -0.02 -0.34
H -2.562085 5.088895 -0.687280 0.00 0.01 0.00 0.11
H -0.618688 6.641301 -0.754013 0.00 0.00 0.00 0.10
H 1.623826 5.803972 -0.097481 0.00 0.00 0.00 0.10
H 1.909638 3.466516 0.612902 0.02 0.00 0.00 0.11
H -0.650891 1.194610 1.508669 -0.04 -0.01 0.03 0.01
H 1.065655 1.322653 1.072086 0.00 -0.05 0.00 0.05
```
Forces are in eV/Å.

A molecular structure, C32H23BrF3IN3O2RuS at a distorted geometry. Source: the Open Molecules 2025 dataset; level of theory: the ωB97M-V functional and the def2-TZVPD basis.

Lowest unoccupied orbital energy (alpha / beta) = -1.17 / -1.28 eV
Multiplicity = 2
ΔE to the lowest compared entry with this formula, charge and spin = 1.777 eV

```
67
Properties=species:S:1:pos:R:3:forces:R:3:lowdin_charge:R:1
Ru 0.201763 0.042980 -0.308220 0.63 0.62 0.63 0.84
O 4.487107 1.705585 0.579062 -0.06 -0.14 -0.05 0.05
C 4.188969 2.235150 1.786115 -0.03 0.13 0.22 -0.27
C 5.105190 3.092319 2.386140 0.05 -0.04 -0.10 -0.01
C 4.810725 3.689338 3.599711 -0.05 -0.02 0.00 -0.09
C 3.595476 3.444042 4.220311 -0.03 0.05 0.13 -0.10
C 2.693669 2.562505 3.640931 0.10 0.03 -0.03 -0.05
C 2.985207 1.932719 2.439360 -0.16 -0.11 -0.19 -0.09
C 2.098314 0.870966 1.795967 0.62 -0.45 0.23 -0.43
O 1.921592 1.104103 0.459112 -0.91 -0.34 -0.37 -0.36
N 0.804523 0.814148 2.482599 0.20 0.34 -0.06 0.02
N -0.191539 0.278577 1.753637 -1.18 0.04 0.82 -0.16
C -1.377353 0.285618 2.289185 1.80 -0.11 0.55 -0.21
C -2.560223 -0.084580 1.627995 -1.91 -0.33 -0.85 -0.55
Br -2.377242 -0.547153 -0.254311 0.34 0.27 0.26 0.84
C -3.838509 -0.050197 2.096800 1.30 -0.10 -1.04 -0.09
C -4.243512 -0.003662 3.474611 -0.44 0.30 1.23 -0.22
C -5.525528 0.484129 3.787877 0.38 0.00 -0.36 -0.03
C -5.937862 0.622397 5.096117 -0.10 0.02 0.28 -0.08
C -5.100344 0.251686 6.141141 0.05 -0.04 -0.15 -0.08
C -3.857707 -0.297887 5.853215 -0.08 0.02 0.19 -0.07
C -3.436093 -0.430518 4.545160 -0.10 -0.09 -0.49 -0.04
H 3.640440 1.352113 0.219465 0.05 0.06 -0.01 0.06
H 6.042557 3.280072 1.878119 -0.03 0.03 -0.02 0.12
H 5.527451 4.358601 4.058036 0.01 0.01 -0.02 0.10
H 3.348556 3.931792 5.154559 0.02 -0.02 -0.01 0.10
H 1.749709 2.380592 4.139301 0.01 0.00 -0.02 0.10
H 2.614965 -0.105294 1.961806 -0.15 0.07 -0.10 0.16
H 0.824803 0.552598 3.458187 -0.12 -0.05 0.04 0.14
H -1.467764 0.677222 3.297902 -0.12 0.04 -0.01 0.13
H -4.616811 -0.006878 1.343679 -0.11 -0.34 0.08 0.10
H -6.182386 0.776228 2.976895 -0.02 0.02 0.02 0.11
H -6.920362 1.020980 5.313634 0.00 0.00 -0.04 0.11
H -5.421376 0.365964 7.167546 -0.02 -0.01 0.00 0.10
H -3.221946 -0.643520 6.658188 0.01 0.01 -0.02 0.11
H -2.499772 -0.929615 4.334972 0.04 0.03 0.04 0.11
F 4.351318 -5.101230 0.513308 -0.21 0.05 -0.01 0.12
C 3.155488 -4.476477 0.419672 0.03 -0.11 0.05 -0.59
F 2.366460 -5.258800 -0.346801 0.09 0.06 0.14 0.13
F 2.624566 -4.471697 1.655617 0.06 0.00 -0.11 0.12
C 3.299400 -3.103937 -0.166586 0.14 0.05 -0.10 -0.12
C 4.535178 -2.670583 -0.616524 -0.12 -0.01 0.08 0.00
C 4.654102 -1.430590 -1.227920 -0.02 0.04 -0.07 -0.04
C 3.504262 -0.681584 -1.396471 0.18 -0.10 -0.09 -0.12
N 2.324964 -1.085411 -0.948406 -0.12 0.03 -0.06 -0.04
C 2.191038 -2.249570 -0.313272 0.33 -0.13 -0.09 -0.70
S 0.598358 -2.512566 0.284074 -0.59 1.31 -0.22 0.65
H 5.403766 -3.299110 -0.478278 -0.01 -0.01 -0.03 0.12
H 5.611504 -1.064594 -1.568320 -0.02 0.02 -0.03 0.11
H 3.516974 0.274153 -1.909670 0.00 0.02 0.05 0.13
I -0.569322 2.893722 -0.453552 0.32 -0.80 -0.55 1.11
C -0.122855 2.741123 -2.521976 -0.10 0.34 0.23 -0.58
C -0.130655 3.899944 -3.242978 -0.02 -0.02 0.25 -0.16
C 0.043897 3.847288 -4.637133 0.01 -0.06 -0.15 -0.08
C 0.173350 2.639043 -5.258038 0.00 0.14 -0.01 -0.04
C 0.173610 1.431926 -4.521048 -0.06 0.01 0.23 -0.17
C 0.242066 0.184479 -5.179017 0.01 -0.11 -0.11 -0.05
C 0.199611 -0.977288 -4.465816 -0.05 0.02 -0.03 -0.08
C 0.147160 -0.942544 -3.057823 0.02 0.17 -0.26 -0.14
C 0.126821 0.243899 -2.358442 -0.02 -0.70 0.26 -0.29
C 0.067106 1.462747 -3.094864 0.01 -0.13 -0.19 -0.24
H -0.285230 4.849789 -2.749054 0.00 0.01 -0.03 0.09
H 0.042447 4.767922 -5.205434 0.01 -0.01 -0.02 0.10
H 0.268204 2.585649 -6.336031 0.01 -0.01 0.00 0.11
H 0.304600 0.170392 -6.260798 0.02 0.01 0.01 0.11
H 0.217656 -1.934530 -4.972610 0.02 0.02 -0.02 0.10
H 0.148668 -1.886079 -2.523812 0.06 0.04 0.06 0.06
```
Forces are in eV/Å.